Record 1
Density functional theory data (wB97M-V/def2-TZVPD) for C5H7NO in the gas phase in a non-equilibrium geometry.

```
14
Properties=species:S:1:pos:R:3
N 1.807 -1.666 0.526
C 0.992 -0.742 0.252
O 1.253 0.269 -0.644
C 0.387 1.350 -0.292
C -0.887 0.699 0.123
C -1.356 -0.531 -0.548
C -0.424 -0.570 0.752
H 2.660 -1.533 -0.024
H 0.343 2.060 -1.117
H 0.755 1.773 0.647
H -1.649 1.291 0.613
H -0.840 -0.934 -1.417
H -2.446 -0.614 -0.667
H -0.596 -0.853 1.795
```

Computed properties:
HOMO, Eh: -0.3603
Structure (SMILES): [H]/N=C1\OC[C@H]2C[C@@H]12
E, eV: -8834.4572
Frontier orbital gap, eV: 10.8
Energy relative to the best compared isomer or geometry (same formula, charge and spin), eV: 1.7456
Maximum force, eV Å⁻¹: 1.17
LUMO, eV: 1.0

Record 2
Density functional theory data (wB97M-V/def2-TZVPD) for a molecular structure, C23H20ClN3O6Ti in a non-equilibrium geometry.

```
54
Properties=species:S:1:pos:R:3
Ti -0.713 0.411 0.048
C 1.508 3.860 0.936
C 0.137 3.205 1.107
C 0.026 1.978 1.770
C -1.227 1.514 2.250
C -2.383 2.229 1.917
C -2.240 3.460 1.262
C -1.011 3.932 0.835
H 1.910 3.956 1.954
H 1.445 4.868 0.546
H 2.231 3.168 0.406
H 0.954 1.471 2.092
H -1.325 0.629 2.857
H -3.378 1.857 2.227
H -3.118 4.041 1.020
H -0.987 4.846 0.272
O -2.644 -0.505 0.325
C -2.902 -1.723 0.419
C -1.914 -2.796 0.406
C -2.331 -4.134 0.329
C -1.343 -5.093 0.358
C -0.018 -4.797 0.627
C 0.415 -3.481 0.677
C -0.513 -2.486 0.592
O -0.141 -1.220 0.598
N -1.686 -6.507 0.091
O -0.775 -7.304 0.058
O -2.837 -6.777 -0.082
H -3.965 -2.013 0.402
H -3.391 -4.381 0.265
H 0.669 -5.602 0.631
H 1.434 -3.233 0.828
N 2.532 1.761 -2.227
C 1.252 1.550 -1.970
N 1.057 0.871 -0.847
C 2.324 0.544 -0.399
C 2.708 -0.235 0.686
C 4.049 -0.361 0.915
C 5.005 0.231 0.071
C 4.631 0.989 -1.013
C 3.254 1.125 -1.235
H 2.911 2.195 -3.034
H 0.480 1.938 -2.584
H 1.990 -0.706 1.355
H 4.317 -0.889 1.810
H 6.047 0.117 0.346
H 5.369 1.474 -1.625
Cl -4.320 0.082 -2.581
C -2.896 1.014 -3.164
C -1.894 0.797 -2.078
O -1.291 -0.280 -1.896
O -1.659 1.688 -1.199
H -3.193 2.059 -3.242
H -2.561 0.664 -4.117
```

Computed properties:
Net charge: +2
HOMO, Eh: -0.5591
E, eV: -76554.4795
Frontier orbital gap, eV: 6.7
Energy relative to the best compared isomer or geometry (same formula, charge and spin), eV: 0.0000
Maximum force, eV Å⁻¹: 2.37
LUMO, eV: -8.5

Record 3
Density functional theory data (wB97M-V/def2-TZVPD) for a molecular structure, C26H40F9IN3O3SSiTl.

```
85
Properties=species:S:1:pos:R:3
Tl -2.351 -1.087 -1.157
C -4.040 1.163 1.483
N -3.155 1.403 0.360
C -2.142 2.381 0.714
C -3.922 1.840 -0.792
C -3.117 1.961 -2.076
N -2.221 0.845 -2.370
C -1.413 0.997 -3.440
C -0.308 0.128 -3.662
F -0.074 -0.863 -2.791
C 0.560 0.237 -4.717
F 1.572 -0.652 -4.802
C 0.452 1.225 -5.681
C -0.607 2.083 -5.506
F -0.813 3.068 -6.417
C -1.502 1.990 -4.458
F -2.519 2.893 -4.503
H -4.571 2.088 1.778
H -3.461 0.807 2.335
H -4.776 0.404 1.219
H -2.610 3.357 0.950
H -1.435 2.505 -0.103
H -1.576 2.030 1.575
H -4.365 2.838 -0.602
H -4.745 1.146 -0.928
H -2.532 2.889 -2.032
H -3.860 2.105 -2.864
H 1.136 1.303 -6.511
I -2.780 -2.474 2.238
C -2.092 -2.774 0.237
H -2.737 -3.557 -0.151
H -1.067 -3.115 0.321
C 3.376 2.004 -0.059
C 2.753 2.379 1.285
C 3.803 3.034 2.179
C 1.570 3.319 1.079
O 2.301 1.233 1.990
Si 1.642 -0.196 1.434
S 0.174 0.096 0.042
O 1.218 -0.984 2.828
C 0.895 -0.540 4.135
C 2.133 0.026 4.832
C -0.214 0.508 4.065
C 0.416 -1.777 4.887
O 2.984 -1.022 0.899
C 3.097 -2.165 0.061
C 1.962 -3.146 0.340
C 4.440 -2.801 0.408
C 3.081 -1.726 -1.399
H 3.799 2.894 -0.533
H 2.623 1.573 -0.721
H 4.165 1.265 0.088
H 4.181 3.954 1.727
H 4.638 2.347 2.336
H 3.366 3.273 3.151
H 1.883 4.227 0.554
H 1.144 3.601 2.046
H 0.802 2.812 0.494
H 2.478 0.928 4.331
H 2.938 -0.712 4.805
H 1.901 0.254 5.877
H 0.128 1.371 3.491
H -0.495 0.841 5.069
H -1.089 0.088 3.566
H 1.209 -2.528 4.896
H -0.455 -2.204 4.391
H 0.157 -1.526 5.919
H 1.907 -3.365 1.408
H 2.110 -4.076 -0.215
H 1.012 -2.705 0.033
H 4.448 -3.114 1.454
H 5.241 -2.074 0.259
H 4.630 -3.671 -0.226
H 2.148 -1.212 -1.627
H 3.184 -2.588 -2.063
H 3.906 -1.036 -1.590
F -1.508 -2.464 -4.144
C -2.566 -2.384 -3.247
F -3.593 -1.801 -3.974
C -2.983 -3.846 -3.089
F -4.066 -3.980 -2.310
F -1.986 -4.559 -2.520
F -3.271 -4.464 -4.261
N -5.849 -1.318 -0.994
C -4.697 -1.207 -1.037
```

Computed properties:
Net charge: -2
HOMO, Eh: -0.0884
E, eV: -94193.6677
Frontier orbital gap, eV: 6.5
Maximum force, eV Å⁻¹: 0.66
LUMO, eV: 4.1

Record 4
Density functional theory data (wB97M-V/def2-TZVPD) for C20H30O in the gas phase in a non-equilibrium geometry.

```
51
Properties=species:S:1:pos:R:3
C 0.748 -0.671 2.223
C 0.804 -0.307 0.684
C 1.910 0.037 -0.091
C 3.177 -0.192 0.298
C 4.160 0.060 -0.623
C 5.487 0.050 -0.109
C 6.347 0.640 -0.773
C 7.904 0.772 -0.858
O 8.447 -0.515 -0.955
H 8.256 -0.966 -1.708
H 8.125 1.279 0.295
H 8.296 1.537 -1.550
H 6.105 1.151 -1.904
C 5.975 -0.588 1.069
H 5.416 -1.644 0.904
H 5.632 -0.180 2.076
H 7.056 -1.036 1.069
H 3.858 0.640 -1.343
H 3.447 -0.473 1.230
H 1.564 0.302 -0.973
C -0.698 -0.200 -0.026
C -1.952 -0.202 0.837
C -3.139 -0.112 0.038
C -3.741 -1.265 -0.384
C -3.014 -2.491 -0.771
H -2.914 -3.072 -1.539
H -1.982 -2.780 -0.162
H -3.535 -3.180 0.082
C -5.099 -1.347 -1.126
C -5.823 -0.145 -0.758
C -5.000 1.263 -1.012
H -5.648 2.015 -0.891
H -4.620 1.258 -1.971
C -3.826 1.012 -0.036
C -2.845 2.144 -0.480
H -3.268 3.379 -0.503
H -1.945 2.301 0.030
H -2.426 1.985 -1.204
C -4.262 1.518 1.436
H -5.027 0.839 1.907
H -3.301 1.464 2.239
H -4.901 2.504 1.678
H -6.294 -0.267 0.232
H -6.793 -0.175 -1.436
H -5.654 -2.176 -1.072
H -4.707 -1.365 -2.334
H -1.805 -0.546 1.796
H -0.515 -0.179 -0.968
H 0.200 -1.519 2.201
H 0.077 0.164 2.786
H 1.742 -0.725 2.449
```

Computed properties:
HOMO, Eh: -0.2706
Structure (SMILES): CC1=C(/C=C/C(C)=C/C=C/C(C)=C/CO)C(C)(C)CCC1
E, eV: -23257.3016
Frontier orbital gap, eV: 7.3
Energy relative to the best compared isomer or geometry (same formula, charge and spin), eV: 15.2151
Maximum force, eV Å⁻¹: 17.07
LUMO, eV: -0.1

Record 5
Density functional theory data (wB97M-V/def2-TZVPD) for 20 unconnected molecules or ions with the total composition C26H49Cl38N4O2 in a non-equilibrium geometry.

```
119
Properties=species:S:1:pos:R:3
N 0.866 -1.977 7.934
C 1.045 -0.872 7.455
O 1.752 0.160 6.709
N 1.252 0.279 5.448
C -0.218 0.484 5.298
C -0.250 0.536 3.670
N 0.751 -0.513 3.285
C 1.481 -0.854 4.512
N 2.153 -1.993 4.660
C 2.320 -3.054 3.628
C 1.063 -4.223 3.863
C -0.267 -3.635 4.721
O -0.241 -3.937 3.136
H -0.717 1.387 5.786
H -0.934 -0.381 5.576
H -1.284 0.395 3.175
H 0.017 1.618 3.369
H 1.292 -0.371 2.423
H 2.578 -2.160 5.595
H 2.232 -2.708 2.543
H 3.256 -3.662 3.869
H 1.393 -5.365 4.064
H -0.650 -2.584 4.461
H -1.116 -4.339 5.009
C -0.723 3.676 1.198
Cl -0.849 3.305 2.924
Cl 0.757 3.002 0.504
H -1.583 3.250 0.680
H -0.713 4.756 1.068
C 2.092 -4.912 0.211
Cl 3.574 -5.871 0.125
Cl 2.452 -3.182 0.328
H 1.504 -5.090 -0.686
H 1.524 -5.215 1.091
C 0.917 6.678 -1.014
Cl -0.465 5.707 -1.539
Cl 1.001 6.772 0.750
H 1.833 6.221 -1.387
H 0.816 7.684 -1.417
C -1.834 -4.987 -0.883
Cl -1.271 -4.876 0.792
Cl -0.505 -4.774 -2.029
H -2.283 -5.966 -1.042
H -2.577 -4.209 -1.058
C -0.696 1.653 -2.823
Cl -2.139 2.502 -2.263
Cl -1.120 0.303 -3.884
H -0.065 2.351 -3.373
H -0.154 1.267 -1.960
C 1.108 0.139 -6.866
Cl 2.593 -0.814 -6.958
Cl 1.465 1.867 -6.746
H 0.515 -0.039 -7.763
H 0.545 -0.168 -5.985
C -2.338 2.534 -6.525
Cl -3.789 3.376 -5.967
Cl -2.750 1.184 -7.590
H -1.710 3.237 -7.071
H -1.798 2.151 -5.661
C 4.260 3.417 -4.834
Cl 2.585 3.907 -4.549
Cl 5.393 4.535 -4.066
H 4.412 2.420 -4.421
H 4.447 3.404 -5.907
C 4.107 -1.532 -2.711
Cl 5.211 -0.573 -1.718
Cl 2.471 -0.867 -2.674
H 4.466 -1.531 -3.740
H 4.083 -2.552 -2.329
C -6.757 2.049 -7.554
Cl -6.800 0.504 -6.695
Cl -8.358 2.797 -7.606
H -6.071 2.720 -7.040
H -6.413 1.879 -8.573
C 1.205 -5.027 9.211
Cl 1.067 -5.387 10.935
Cl 2.689 -5.705 8.533
H 0.349 -5.454 8.690
H 1.219 -3.947 9.075
C -6.423 2.883 -2.682
Cl -5.048 3.170 -1.609
Cl -6.472 4.075 -3.987
H -6.331 1.887 -3.115
H -7.344 2.952 -2.105
C 7.229 -3.962 0.265
Cl 5.553 -3.466 0.544
Cl 8.363 -2.844 1.033
H 7.378 -4.959 0.680
H 7.419 -3.978 -0.808
C -7.568 6.614 -0.894
Cl -7.595 5.075 -0.022
Cl -9.174 7.352 -0.935
H -6.882 7.292 -0.395
H -7.234 6.436 -1.916
C 6.010 -6.725 6.664
Cl 7.641 -6.506 7.305
Cl 5.866 -6.050 5.036
H 5.784 -7.790 6.628
H 5.301 -6.218 7.318
C -5.506 7.072 -7.460
Cl -4.344 6.964 -6.133
Cl -5.836 5.479 -8.152
H -6.437 7.493 -7.082
H -5.098 7.718 -8.237
C -3.250 -1.382 0.568
Cl -1.869 -1.102 1.638
Cl -3.299 -0.192 -0.737
H -3.165 -2.379 0.136
H -4.168 -1.309 1.148
C -4.024 7.099 1.520
Cl -4.627 6.711 -0.096
Cl -2.731 5.993 2.002
H -3.637 8.117 1.519
H -4.845 7.017 2.232
C 8.228 -7.936 2.220
Cl 9.861 -7.714 2.856
Cl 8.076 -7.257 0.595
H 8.004 -9.001 2.182
H 7.520 -7.433 2.879
```

Computed properties:
Net charge: +1
HOMO, Eh: -0.4326
E, eV: -513649.3696
Frontier orbital gap, eV: 8.3
Maximum force, eV Å⁻¹: 6.72
LUMO, eV: -3.5

Record 6
Density functional theory data (wB97M-V/def2-TZVPD) for a molecular structure, C28H46BrN3P2Re in a non-equilibrium geometry.

```
81
Properties=species:S:1:pos:R:3
N 0.154 4.055 5.044
C -0.885 3.216 4.985
C -0.760 1.909 4.525
C 0.538 1.463 4.181
C 1.632 2.321 4.317
C 1.391 3.631 4.779
C 0.725 0.224 3.481
Re 0.647 -1.659 0.045
P -0.157 -1.672 -2.164
C 1.860 -0.196 2.876
C 1.919 -1.468 2.057
C 3.059 -1.911 1.347
C 2.918 -2.888 0.386
C 1.676 -3.503 0.168
C 0.655 -3.365 1.151
C 0.831 -2.385 2.133
Br 1.641 -5.116 -0.969
H -0.207 -0.320 3.362
H 2.792 0.384 2.919
H -1.632 1.285 4.362
H 2.610 2.017 3.940
H -1.858 3.624 5.271
H 2.244 4.320 4.874
H 4.024 -1.500 1.628
H 0.123 -2.261 2.921
H 3.746 -3.168 -0.255
H -0.193 -4.014 1.148
P 1.145 0.913 -0.575
C -1.532 -2.755 -1.397
C -1.327 -4.130 -1.952
H -2.505 -2.285 -1.651
H -1.464 -2.761 -0.281
H -1.814 -4.872 -1.311
H -1.676 -4.225 -2.978
H -0.258 -4.376 -1.924
C 1.492 -2.210 -2.880
C 1.441 -2.822 -4.264
H 1.999 -2.886 -2.159
H 2.158 -1.326 -2.922
H 2.393 -3.325 -4.443
H 0.642 -3.547 -4.349
H 1.319 -2.026 -4.990
C -1.159 -0.965 -3.503
C -1.735 -1.974 -4.494
H -0.540 -0.224 -4.033
H -1.984 -0.416 -3.011
H -2.198 -1.411 -5.314
H -0.958 -2.613 -4.923
H -2.494 -2.592 -4.009
C -0.127 1.962 -1.378
C -0.402 1.958 -2.861
H 0.147 2.990 -1.123
H -1.057 1.759 -0.821
H -0.399 3.005 -3.221
H 0.358 1.390 -3.413
H -1.403 1.559 -3.084
C 2.513 0.878 -1.771
C 3.840 0.440 -1.161
H 2.569 1.883 -2.221
H 2.224 0.189 -2.573
H 4.542 0.195 -1.972
H 4.266 1.249 -0.552
H 3.750 -0.458 -0.528
C 1.711 2.204 0.630
C 0.698 3.225 1.176
H 2.539 2.726 0.119
H 2.157 1.664 1.474
H 1.245 3.970 1.774
H 0.156 3.792 0.405
H -0.049 2.767 1.843
C -3.456 0.568 1.866
N -2.737 1.014 0.678
C -3.244 2.241 0.035
C -1.664 0.342 0.368
N -1.014 -0.650 0.688
H -4.520 0.766 1.699
H -3.124 1.123 2.765
H -3.266 -0.507 1.993
H -2.577 3.099 0.192
H -3.409 2.114 -1.046
H -4.200 2.455 0.518
```

Computed properties:
Net charge: +4
HOMO (alpha / beta), Eh: -0.7099 / -0.7339
Spin multiplicity: 4
E, eV: -124954.6258
Frontier orbital gap (alpha / beta), eV: 6.4 / 5.0
Energy relative to the best compared isomer or geometry (same formula, charge and spin), eV: 2.2853
Maximum force, eV Å⁻¹: 7.98
Expectation value of S²: 3.7939
LUMO (alpha / beta), eV: -13.0 / -15.0

Record 7
Density functional theory data (wB97M-V/def2-TZVPD) for a molecular structure, C36H29BrMnN7O3.

```
77
Properties=species:S:1:pos:R:3
Mn -0.171 -1.070 1.623
O -0.055 0.658 1.923
C -0.835 1.680 2.244
C -0.292 2.966 2.282
C -1.112 4.020 2.630
C -2.457 3.824 2.961
C -2.985 2.556 2.944
C -2.181 1.461 2.577
C -2.700 0.135 2.632
N -2.053 -0.946 2.352
C -2.786 -2.213 2.499
C -2.195 -3.162 1.477
N -0.750 -2.958 1.533
C 0.049 -3.970 1.520
C 1.471 -3.871 1.439
C 2.280 -5.011 1.596
C 3.638 -4.925 1.404
C 4.206 -3.709 1.008
C 3.434 -2.581 0.806
C 2.061 -2.657 1.042
O 1.303 -1.582 0.813
H 0.752 3.114 2.043
H -0.699 5.020 2.660
H -3.070 4.667 3.246
H -4.018 2.386 3.219
H -3.736 0.034 2.957
H -3.854 -2.061 2.346
H -2.647 -2.595 3.511
H -2.535 -2.899 0.475
H -2.452 -4.202 1.676
H -0.388 -4.968 1.547
H 1.822 -5.952 1.873
H 4.266 -5.794 1.538
H 5.274 -3.650 0.845
H 3.873 -1.648 0.483
Br -1.658 6.635 -9.105
C -1.278 5.079 -8.192
C -0.239 4.251 -8.639
C 0.020 3.093 -7.957
C -0.752 2.757 -6.814
C -1.808 3.599 -6.376
C -2.060 4.750 -7.059
N -0.399 1.602 -6.219
N -1.023 1.099 -5.280
C -0.963 0.694 -4.074
C -1.998 -0.245 -3.637
C -2.017 -0.714 -2.388
C -1.010 -0.322 -1.396
O -1.084 -0.801 -0.267
C 0.062 0.619 -1.824
N 0.983 0.918 -0.916
C 1.972 1.725 -1.278
C 2.091 2.262 -2.556
C 1.129 1.960 -3.498
C 0.081 1.117 -3.133
H 0.332 4.528 -9.514
H 0.803 2.413 -8.266
H -2.415 3.320 -5.524
H -2.860 5.414 -6.763
H -2.729 -0.542 -4.376
H -2.767 -1.419 -2.055
H 2.710 1.953 -0.519
H 2.925 2.906 -2.799
H 1.200 2.372 -4.496
N 2.722 -1.854 6.940
C 2.068 -1.705 5.787
C 0.860 -2.388 5.525
C 0.225 -2.202 4.330
N 0.683 -1.386 3.360
C 1.840 -0.732 3.605
C 2.546 -0.858 4.766
H 2.375 -2.456 7.667
H 3.582 -1.365 7.120
H 0.431 -3.057 6.258
H -0.692 -2.732 4.133
H 2.191 -0.080 2.817
H 3.465 -0.302 4.892
```

Computed properties:
Net charge: +3
HOMO (alpha / beta), Eh: -0.5625 / -0.5662
Spin multiplicity: 2
E, eV: -155713.3923
Frontier orbital gap (alpha / beta), eV: 5.6 / 5.8
Maximum force, eV Å⁻¹: 0.47
Expectation value of S²: 0.8255
LUMO (alpha / beta), eV: -9.8 / -9.6

Record 8
Density functional theory data (wB97M-V/def2-TZVPD) for 2 unconnected molecules or ions with the total composition C4H12N2O in a non-equilibrium geometry.

```
19
Properties=species:S:1:pos:R:3
C -1.995 -0.121 1.054
N -1.385 -1.013 0.137
N -1.890 -0.834 -1.140
H -0.224 -0.595 0.126
H -1.840 0.127 -1.482
H -1.447 -1.468 -1.792
H -3.033 0.098 0.810
H -1.926 -0.526 2.061
H -1.297 0.830 1.056
C 1.270 0.635 -1.317
C 1.940 -0.159 1.018
C 0.889 0.527 0.154
O 0.213 1.470 0.668
H 2.226 1.146 -1.424
H 1.366 -0.359 -1.756
H 1.567 -0.281 2.034
H 2.833 0.470 1.065
H 2.225 -1.125 0.602
H 0.505 1.178 -1.874
```

Computed properties:
HOMO (alpha / beta), Eh: -0.3215 / -0.3215
Structure (SMILES): CC(C)=O.CNN
E, eV: -9367.3387
Frontier orbital gap (alpha / beta), eV: 8.9 / 8.9
Energy relative to the best compared isomer or geometry (same formula, charge and spin), eV: 3.8551
Maximum force, eV Å⁻¹: 3.50
LUMO (alpha / beta), eV: 0.2 / 0.2